(A)
{
  "formula": "C5H13NS",
  "method": "the ωB97M-V functional and the def2-TZVPD basis",
  "spin_multiplicity": 1,
  "smiles": "CSCC[C@@H](C)N",
  "species": ["C", "S", "C", "C", "C", "C", "N", "H", "H", "H", "H", "H", "H", "H", "H", "H", "H", "H", "H", "H"],
  "positions_angstrom": [[-2.38, 1.83, 1.61], [-2.11, 0.01, 1.62], [-1.29, -0.36, 0.16], [0.21, -0.19, 0.34], [1.01, -0.60, -0.94], [2.39, -0.02, -0.68], [0.77, -2.02, -1.31], [-2.32, 2.41, 0.71], [-3.39, 2.01, 2.00], [-1.74, 2.51, 2.22], [-1.68, 0.26, -0.76], [-1.59, -1.43, -0.17], [0.53, 0.87, 0.66], [0.68, -0.71, 1.16], [0.54, -0.04, -1.77], [2.34, 0.94, -1.11], [2.68, -0.20, 0.43], [3.17, -0.54, -1.35], [1.07, -2.55, -0.51], [1.10, -2.18, -2.31]],
  "lowdin_charge": [-0.40, 0.81, -0.62, -0.29, -0.50, -0.10, 0.02, 0.02, 0.02, 0.03, 0.12, 0.10, 0.13, 0.09, 0.13, 0.05, 0.11, 0.09, 0.06, 0.11]
}

(B)
{
  "formula": "C5H13NS",
  "method": "the ωB97M-V functional and the def2-TZVPD basis",
  "spin_multiplicity": 1,
  "smiles": "CN[C@H](C)CCS",
  "species": ["C", "N", "C", "C", "C", "C", "S", "H", "H", "H", "H", "H", "H", "H", "H", "H", "H", "H", "H", "H"],
  "positions_angstrom": [[1.39, -1.62, 0.21], [0.39, -1.14, -0.83], [-0.80, -0.37, -0.22], [-1.94, -0.44, -1.28], [-0.37, 1.10, -0.02], [0.39, 1.56, 1.23], [2.12, 1.61, 0.67], [0.95, -2.57, 0.57], [1.71, -0.86, 0.90], [2.24, -1.92, -0.40], [-0.01, -1.96, -1.25], [-1.13, -1.02, 0.60], [-1.66, -1.20, -2.01], [-1.99, 0.56, -1.73], [-2.92, -0.57, -0.83], [-1.41, 1.51, 0.05], [0.15, 1.35, -0.94], [0.21, 0.95, 2.13], [0.09, 2.56, 1.49], [2.58, 2.48, 1.65]],
  "lowdin_charge": [-0.12, -0.11, -0.39, -0.06, -0.28, -0.54, 0.71, 0.08, 0.00, 0.07, 0.07, 0.13, 0.07, 0.07, 0.07, 0.11, 0.10, 0.08, 0.05, -0.12]
}

Most stable: (B)

(A)
{
  "formula": "C17H23N9O3",
  "method": "the ωB97M-V functional and the def2-TZVPD basis",
  "spin_multiplicity": 1,
  "smiles": "Cc1c[nH]c2ncc(C(=O)N(C)c3nnn[nH]3)cc12.CNC(=O)[C@H](C)NC(C)=O",
  "species": ["C", "C", "C", "N", "C", "N", "C", "C", "C", "O", "N", "C", "C", "N", "N", "N", "N", "C", "C", "H", "H", "H", "H", "H", "H", "H", "H", "H", "H", "H", "C", "N", "C", "O", "C", "C", "N", "C", "C", "O", "H", "H", "H", "H", "H", "H", "H", "H", "H", "H", "H", "H"],
  "positions_angstrom": [[3.94, 5.05, -1.67], [3.98, 3.57, -1.46], [5.10, 2.78, -1.50], [4.70, 1.46, -1.27], [3.34, 1.41, -1.08], [2.61, 0.31, -0.86], [1.28, 0.49, -0.75], [0.67, 1.75, -0.81], [-0.79, 1.76, -0.74], [-1.36, 1.20, -1.67], [-1.57, 2.43, 0.20], [-3.03, 2.32, 0.10], [-1.02, 3.10, 1.29], [0.03, 2.79, 1.99], [0.14, 3.73, 2.99], [-0.80, 4.60, 2.93], [-1.55, 4.21, 1.88], [1.46, 2.89, -1.03], [2.83, 2.70, -1.18], [4.94, 5.44, -1.87], [3.55, 5.55, -0.77], [3.29, 5.29, -2.52], [6.12, 3.12, -1.69], [5.30, 0.64, -1.24], [0.66, -0.39, -0.60], [-3.32, 1.26, 0.01], [-3.39, 2.86, -0.78], [-3.54, 2.71, 0.99], [-2.37, 4.70, 1.54], [1.02, 3.88, -1.11], [0.07, -3.15, 2.99], [-0.57, -2.23, 2.05], [-1.08, -2.52, 0.84], [-1.59, -1.63, 0.17], [-0.96, -3.96, 0.28], [0.32, -4.13, -0.54], [-2.11, -4.31, -0.56], [-3.29, -4.66, -0.07], [-4.41, -4.84, -1.07], [-3.50, -4.84, 1.13], [0.44, -2.59, 3.85], [-0.66, -3.89, 3.33], [0.90, -3.66, 2.51], [-0.68, -1.26, 2.33], [-0.93, -4.66, 1.12], [1.19, -3.92, 0.08], [0.39, -5.16, -0.91], [0.31, -3.44, -1.39], [-2.03, -4.13, -1.55], [-4.55, -3.91, -1.62], [-5.33, -5.08, -0.53], [-4.16, -5.64, -1.75]],
  "lowdin_charge": [-0.06, -0.23, -0.04, 0.08, -0.29, 0.14, -0.06, -0.15, -0.39, 0.10, 0.01, -0.01, -0.36, 0.09, -0.04, 0.00, 0.06, 0.07, -0.12, 0.07, 0.08, 0.08, 0.12, 0.15, 0.11, 0.10, 0.10, 0.09, 0.15, 0.13, -0.06, 0.04, -0.46, 0.03, -0.27, -0.03, 0.10, -0.55, 0.00, 0.04, 0.09, 0.09, 0.08, 0.14, 0.13, 0.08, 0.08, 0.09, 0.15, 0.08, 0.08, 0.08]
}

(B)
{
  "formula": "C17H23N9O3",
  "method": "the ωB97M-V functional and the def2-TZVPD basis",
  "spin_multiplicity": 1,
  "smiles": "CCCN(CCC)Cc1c(C(=O)N/N=C/c2ccco2)nnn1-c1nonc1N",
  "species": ["C", "C", "C", "N", "C", "C", "C", "C", "C", "C", "C", "O", "N", "N", "C", "C", "C", "C", "C", "O", "N", "N", "N", "C", "N", "O", "N", "C", "N", "H", "H", "H", "H", "H", "H", "H", "H", "H", "H", "H", "H", "H", "H", "H", "H", "H", "H", "H", "H", "H", "H", "H"],
  "positions_angstrom": [[0.21, 4.86, 0.89], [0.02, 4.11, 2.21], [0.98, 2.93, 2.42], [0.65, 1.68, 1.76], [-0.56, 1.02, 2.23], [-0.29, -0.43, 2.64], [0.77, -0.52, 3.73], [0.80, 1.68, 0.32], [1.17, 0.31, -0.14], [0.51, -0.61, -0.93], [-0.79, -0.47, -1.63], [-1.46, 0.53, -1.59], [-1.11, -1.62, -2.31], [-2.23, -1.74, -3.02], [-2.45, -2.83, -3.64], [-3.62, -3.03, -4.43], [-4.01, -4.14, -5.16], [-5.24, -3.81, -5.75], [-5.52, -2.53, -5.35], [-4.55, -2.06, -4.56], [1.25, -1.75, -0.97], [2.30, -1.59, -0.27], [2.29, -0.35, 0.25], [3.34, 0.08, 1.03], [3.61, 1.32, 1.35], [4.71, 1.29, 2.09], [5.18, 0.02, 2.25], [4.36, -0.77, 1.61], [4.41, -2.11, 1.54], [1.25, 5.13, 0.76], [-0.38, 5.77, 0.90], [-0.11, 4.26, 0.05], [0.18, 4.81, 3.03], [-1.02, 3.76, 2.28], [1.03, 2.70, 3.49], [1.98, 3.21, 2.10], [-1.34, 1.03, 1.45], [-0.94, 1.56, 3.10], [-1.23, -0.86, 3.01], [0.02, -1.02, 1.78], [1.68, -0.02, 3.41], [0.42, -0.03, 4.64], [1.00, -1.55, 3.96], [1.60, 2.36, 0.05], [-0.12, 1.96, -0.22], [-0.44, -2.39, -2.25], [-1.75, -3.68, -3.60], [-3.47, -5.06, -5.25], [-5.84, -4.43, -6.39], [-6.35, -1.88, -5.56], [3.83, -2.55, 0.84], [5.25, -2.56, 1.86]],
  "lowdin_charge": [-0.11, -0.23, -0.21, -0.17, -0.19, -0.23, -0.10, -0.12, -0.09, -0.14, -0.42, 0.09, 0.04, 0.08, -0.07, -0.28, -0.02, -0.06, -0.11, 0.07, 0.08, 0.05, 0.03, -0.19, 0.15, -0.07, 0.12, -0.34, 0.15, 0.07, 0.07, 0.06, 0.10, 0.10, 0.12, 0.10, 0.12, 0.12, 0.11, 0.09, 0.05, 0.07, 0.07, 0.13, 0.12, 0.13, 0.13, 0.11, 0.10, 0.12, 0.07, 0.11]
}

Most stable: (A)

(A)
{
  "formula": "C3H8NO3",
  "method": "the ωB97M-V functional and the def2-TZVPD basis",
  "spin_multiplicity": 1,
  "total_charge": -1,
  "species": ["C", "N", "C", "O", "O", "C", "H", "H", "H", "H", "H", "H", "H", "H", "O"],
  "positions_angstrom": [[0.64, 0.96, -0.69], [0.27, -0.05, 0.24], [0.67, -0.04, 1.65], [1.06, 1.06, 2.09], [0.57, -1.16, 2.21], [-0.40, 1.21, -1.82], [0.91, 1.89, -0.20], [1.55, 0.64, -1.24], [0.38, -1.01, -0.04], [-0.36, 2.30, -1.96], [-1.44, 1.04, -1.55], [-0.15, 0.64, -2.71], [-1.18, -2.84, 0.62], [-0.97, -1.97, 1.90], [-1.54, -2.67, 1.48]],
  "lowdin_charge": [-0.29, 0.00, -0.76, -0.06, -0.10, -0.11, 0.10, 0.10, 0.10, 0.05, 0.06, 0.05, -0.01, 0.00, -0.12]
}

(B)
{
  "formula": "C3H8NO3",
  "method": "the ωB97M-V functional and the def2-TZVPD basis",
  "spin_multiplicity": 1,
  "total_charge": -1,
  "species": ["N", "C", "O", "O", "H", "H", "C", "O", "C", "H", "H", "H", "H", "H", "H"],
  "positions_angstrom": [[-1.87, -1.86, 1.65], [-1.23, -0.86, 0.88], [-0.51, -1.33, -0.07], [-1.49, 0.34, 1.23], [-2.68, -1.55, 2.18], [-1.93, -2.77, 1.23], [1.23, 1.09, -0.24], [0.06, 1.89, -0.08], [1.40, 0.54, -1.66], [2.09, 1.76, -0.03], [1.25, 0.26, 0.52], [-0.63, 1.31, 0.37], [1.43, 1.36, -2.39], [2.33, -0.06, -1.72], [0.53, -0.11, -1.87]],
  "lowdin_charge": [0.08, -0.76, -0.09, -0.09, 0.06, 0.05, -0.37, -0.15, -0.12, 0.09, 0.10, 0.01, 0.06, 0.06, 0.05]
}

(C)
{
  "formula": "C3H8NO3",
  "method": "the ωB97M-V functional and the def2-TZVPD basis",
  "spin_multiplicity": 1,
  "total_charge": -1,
  "species": ["C", "N", "C", "C", "O", "O", "H", "H", "H", "H", "H", "H", "H", "H", "O"],
  "positions_angstrom": [[-0.02, 1.38, -1.10], [0.45, -0.06, -1.18], [-0.59, -0.89, -0.59], [-0.83, -0.70, 0.90], [-0.05, -1.33, 1.67], [-2.10, -0.06, 1.19], [0.92, 1.98, -1.12], [-0.73, 1.61, -1.93], [-0.55, 1.65, -0.17], [1.32, -0.02, -0.74], [-1.51, -0.60, -0.97], [-0.44, -2.04, -0.88], [3.12, 1.71, -0.88], [-0.95, 0.45, 1.05], [2.70, 1.01, -0.52]],
  "lowdin_charge": [-0.13, -0.08, -0.19, -0.54, 0.07, 0.01, 0.07, 0.07, 0.05, -0.01, 0.07, 0.16, -0.22, 0.18, -0.48]
}

(D)
{
  "formula": "C3H8NO3",
  "method": "the ωB97M-V functional and the def2-TZVPD basis",
  "spin_multiplicity": 1,
  "total_charge": -1,
  "species": ["O", "C", "O", "C", "C", "N", "H", "H", "H", "H", "H", "H", "H", "H", "O"],
  "positions_angstrom": [[-0.30, -2.49, 1.53], [-0.89, -1.49, 1.06], [-2.12, -1.28, 1.00], [0.07, -0.47, 0.33], [0.50, 0.50, 1.41], [-0.62, 0.14, -0.83], [0.85, -1.10, -0.09], [0.76, -0.02, 2.34], [1.41, 1.05, 1.15], [-0.31, 1.20, 1.63], [-1.17, -0.62, -1.20], [-1.12, 0.97, -0.54], [1.17, 1.97, -2.79], [0.53, 0.62, -2.22], [1.25, 1.01, -2.77]],
  "lowdin_charge": [-0.09, -0.74, -0.08, -0.37, -0.08, 0.01, 0.12, 0.07, 0.06, 0.07, 0.08, 0.08, 0.00, -0.02, -0.13]
}

Most stable: (B)

(A)
{
  "formula": "C3H8NO3",
  "method": "the ωB97M-V functional and the def2-TZVPD basis",
  "spin_multiplicity": 1,
  "total_charge": -1,
  "species": ["O", "C", "N", "C", "O", "C", "H", "H", "H", "H", "H", "H", "H", "H", "O"],
  "positions_angstrom": [[-0.04, 0.30, 2.44], [0.57, 0.63, 1.43], [0.48, -0.02, 0.24], [-0.77, -0.80, -0.16], [-1.39, -0.15, -1.16], [1.61, 1.74, 1.45], [0.65, 0.53, -0.59], [-1.32, -0.96, 0.78], [-0.38, -1.79, -0.51], [1.10, 2.67, 1.66], [2.31, 1.57, 2.28], [2.13, 1.76, 0.51], [-1.73, -1.12, -2.42], [-1.25, -2.49, -2.87], [-1.96, -1.86, -3.07]],
  "lowdin_charge": [0.00, -0.58, 0.06, -0.44, -0.30, -0.02, 0.11, 0.09, 0.09, 0.07, 0.07, 0.06, -0.03, 0.00, -0.16]
}

(B)
{
  "formula": "C3H8NO3",
  "method": "the ωB97M-V functional and the def2-TZVPD basis",
  "spin_multiplicity": 1,
  "total_charge": -1,
  "species": ["O", "C", "C", "N", "C", "O", "H", "H", "H", "H", "H", "H", "H", "H", "O"],
  "positions_angstrom": [[1.63, 1.07, 1.61], [0.69, 0.30, 1.78], [0.71, -0.80, 0.57], [0.22, 0.19, -0.51], [-0.77, 1.21, 0.05], [-0.87, 0.90, 1.37], [0.40, 0.07, 2.82], [-0.07, -1.55, 0.77], [1.71, -1.13, 0.29], [1.06, 0.72, -0.84], [-1.74, 1.19, -0.36], [-0.25, 2.19, -0.13], [-0.18, -1.24, -1.98], [-1.80, -1.61, -2.63], [-0.76, -1.50, -2.80]],
  "lowdin_charge": [-0.15, -0.51, -0.13, -0.10, -0.34, -0.21, 0.10, 0.08, 0.09, 0.09, 0.08, 0.10, 0.03, 0.08, -0.22]
}

Most stable: (A)

(A)
{
  "formula": "C3H12N2O2",
  "method": "the ωB97M-V functional and the def2-TZVPD basis",
  "spin_multiplicity": 1,
  "smiles": "CC/N=C\\N.O.O",
  "species": ["C", "C", "N", "C", "N", "H", "H", "H", "H", "H", "H", "H", "H", "O", "H", "H", "O", "H", "H"],
  "positions_angstrom": [[2.02, -0.58, 1.60], [0.72, 0.18, 0.94], [0.85, 0.42, -0.42], [0.25, 0.10, -1.49], [-1.06, 0.39, -1.66], [2.18, -1.66, 1.47], [2.91, 0.08, 1.62], [2.02, -0.41, 2.64], [-0.08, -0.59, 0.91], [0.46, 1.02, 1.51], [0.52, -0.47, -2.40], [-1.66, 0.92, -1.01], [-1.66, 0.03, -2.35], [-5.07, -3.15, -0.67], [-4.63, -3.55, -1.38], [-4.49, -2.49, -0.47], [1.97, 3.32, 0.63], [1.81, 2.88, -0.17], [2.94, 3.56, 0.68]],
  "lowdin_charge": [-0.08, -0.28, -0.03, -0.31, 0.08, 0.07, 0.06, 0.02, 0.11, 0.08, 0.12, 0.12, 0.06, 0.01, 0.02, -0.03, -0.06, -0.03, 0.07]
}

(B)
{
  "formula": "C3H12N2O2",
  "method": "the ωB97M-V functional and the def2-TZVPD basis",
  "spin_multiplicity": 1,
  "smiles": "NC[C@@H](N)CO.O",
  "species": ["N", "C", "C", "N", "C", "O", "H", "H", "H", "H", "H", "H", "H", "H", "H", "H", "O", "H", "H"],
  "positions_angstrom": [[1.64, 0.89, -1.32], [1.79, 0.02, -0.16], [0.50, -0.62, 0.44], [0.82, -1.71, 1.33], [-0.22, 0.50, 1.21], [-1.51, 0.03, 1.60], [1.08, 0.41, -2.02], [1.05, 1.66, -1.01], [2.22, 0.65, 0.64], [2.52, -0.75, -0.48], [-0.16, -0.96, -0.36], [1.20, -1.36, 2.19], [1.06, -2.56, 0.87], [0.35, 0.79, 2.10], [-0.51, 1.29, 0.52], [-1.42, -0.69, 2.20], [-2.45, 0.74, -2.71], [-2.46, 0.22, -1.92], [-2.96, 1.52, -2.53]],
  "lowdin_charge": [-0.01, -0.26, -0.40, 0.05, -0.22, -0.07, 0.06, 0.05, 0.11, 0.11, 0.14, 0.07, 0.08, 0.12, 0.12, 0.06, -0.05, 0.02, 0.02]
}

Most stable: (B)